Entry 1
Molecular formula: C40H31NO5RhS3
Method: DFT, the ωB97M-V functional and the def2-TZVPD basis

HOMO-LUMO gap (alpha / beta)	8.21 / 5.18	eV
E_LUMO (alpha / beta)	-2.603 / -5.661	eV

ORCA input file:
```
! RIJCOSX wB97M-V def2-TZVPD def2/J DEFGRID3
* xyz 1 5
Rh -2.1571 0.7592 -1.5268
C 6.6502 0.7281 -0.8002
C 5.2066 0.4378 -1.0962
C 4.8398 -0.3100 -2.2132
C 3.5085 -0.5766 -2.4837
C 2.5355 -0.1083 -1.6133
C 2.8688 0.6531 -0.5053
C 4.2033 0.9218 -0.2574
S 0.8424 -0.4993 -2.0012
O 0.0406 0.5149 -1.2057
C 0.5928 -2.1222 -1.2804
C 0.4920 -3.1332 -2.2572
C 0.3019 -4.4328 -1.8846
C 0.1699 -4.7740 -0.5210
C -0.0581 -6.1119 -0.1175
C -0.1986 -6.4213 1.2030
C -0.1230 -5.4086 2.1827
C 0.0974 -4.1099 1.8287
C 0.2545 -3.7536 0.4657
C 0.4931 -2.4075 0.0649
C 0.6950 -1.3854 1.1347
C 1.9665 -1.2993 1.7708
C 3.0601 -2.1061 1.3743
C 4.2716 -1.9809 1.9908
C 4.4545 -1.0414 3.0257
C 3.4175 -0.2493 3.4304
C 2.1459 -0.3610 2.8193
C 1.0522 0.4322 3.2438
C -0.1683 0.3178 2.6463
C -0.3348 -0.5899 1.5812
S -1.8929 -0.8179 0.7323
O -2.5802 -2.0099 1.2355
C -2.7831 0.6430 1.2217
C -2.2914 1.8908 0.8136
C -3.1229 3.0044 0.8954
C -4.4192 2.8886 1.3860
C -5.3271 4.0804 1.4728
C -4.8691 1.6332 1.8042
C -4.0698 0.5078 1.7114
H 7.3032 0.3221 -1.5701
H 6.9404 0.2923 0.1574
H 6.8247 1.8026 -0.7355
H 5.6031 -0.6774 -2.8872
H 3.2322 -1.1464 -3.3635
H 2.0886 1.0388 0.1377
H 4.4731 1.5139 0.6090
H 0.5466 -2.8614 -3.3044
H 0.2233 -5.2122 -2.6316
H -0.1224 -6.8807 -0.8771
H -0.3754 -7.4444 1.5064
H -0.2493 -5.6671 3.2255
H 0.1377 -3.3440 2.5906
H 2.9272 -2.8228 0.5741
H 5.1011 -2.6049 1.6849
H 5.4213 -0.9561 3.5044
H 3.5491 0.4685 4.2306
H 1.1941 1.1240 4.0648
H -1.0080 0.9037 2.9925
H -1.2493 2.0145 0.5194
H -2.7487 3.9695 0.5763
H -4.8756 4.9580 1.0126
H -5.5487 4.3218 2.5135
H -6.2764 3.8767 0.9763
H -5.8778 1.5338 2.1864
H -4.4331 -0.4749 1.9851
S -1.5931 1.2746 -3.7654
C -1.8828 2.9124 -3.1954
C -3.1688 3.3677 -2.8680
C -3.3350 4.6634 -2.4085
C -2.2364 5.4974 -2.2520
C -0.9595 5.0459 -2.5762
C -0.7772 3.7672 -3.0640
H -4.0233 2.7156 -2.9854
H -4.3293 5.0185 -2.1727
H -2.3718 6.5080 -1.8902
H -0.1079 5.7032 -2.4646
H 0.2077 3.4137 -3.3400
O -5.6018 -0.8939 -1.8306
N -4.5436 -0.3540 -1.7451
O -4.4082 0.8889 -1.4957
O -3.4346 -0.9790 -1.8960
*
```

Mulliken population analysis, charges in e, atoms 1 to 4: 0.15, -1.44, 0.91, -0.95

---

Entry 2
Molecular formula: C40H31NO5RhS3
Method: DFT, the ωB97M-V functional and the def2-TZVPD basis

HOMO-LUMO gap (alpha / beta)	6.52 / 4.63	eV
E_LUMO (alpha / beta)	-3.733 / -5.622	eV

ORCA input file:
```
! RIJCOSX wB97M-V def2-TZVPD def2/J DEFGRID3
* xyz 1 5
Rh -0.4139 1.0730 -0.5123
C 4.3371 -4.1592 -5.9496
C 3.5921 -3.5267 -4.8078
C 3.2075 -4.2775 -3.7000
C 2.4778 -3.6969 -2.6756
C 2.1163 -2.3617 -2.7693
C 2.5195 -1.5828 -3.8392
C 3.2572 -2.1734 -4.8520
S 1.0796 -1.7174 -1.4304
O 0.8616 -0.2752 -1.8257
C -0.3922 -2.6289 -2.0577
C -0.6542 -2.3019 -3.4058
C -1.0418 -3.2466 -4.3025
C -0.9186 -4.6055 -3.9204
C -0.8433 -5.6367 -4.8799
C -0.5657 -6.9207 -4.5028
C -0.3407 -7.2195 -3.1489
C -0.4669 -6.2488 -2.1918
C -0.7909 -4.9162 -2.5410
C -0.8386 -3.8550 -1.5418
C -1.3831 -4.1618 -0.1960
C -2.2827 -5.3050 -0.0989
C -3.0947 -5.7245 -1.1844
C -3.8645 -6.8499 -1.0977
C -3.8681 -7.6331 0.0715
C -3.2090 -7.1883 1.1795
C -2.4612 -5.9871 1.1367
C -1.9502 -5.4076 2.3117
C -1.4777 -4.1313 2.2526
C -1.2341 -3.4786 1.0255
S -1.1393 -1.7149 1.4277
O -0.1157 -1.0000 0.6039
C -2.6924 -1.2873 0.6103
C -2.6835 -0.5634 -0.5687
C -3.8806 -0.1816 -1.1550
C -5.0969 -0.4722 -0.5444
C -6.3892 0.0118 -1.1382
C -5.0831 -1.2023 0.6440
C -3.8946 -1.6224 1.2143
H 4.7576 -5.1217 -5.6642
H 5.1433 -3.5135 -6.2965
H 3.6596 -4.3207 -6.7907
H 3.4733 -5.3254 -3.6349
H 2.1801 -4.2785 -1.8100
H 2.2616 -0.5323 -3.8775
H 3.5776 -1.5733 -5.6952
H -0.4561 -1.2807 -3.7133
H -1.2657 -2.9896 -5.3299
H -0.9632 -5.3834 -5.9261
H -0.4828 -7.7038 -5.2448
H -0.0595 -8.2230 -2.8580
H -0.2642 -6.4996 -1.1603
H -3.1382 -5.1301 -2.0841
H -4.4810 -7.1403 -1.9381
H -4.4346 -8.5541 0.1032
H -3.2813 -7.7198 2.1199
H -2.0480 -5.9290 3.2548
H -1.2599 -3.5987 3.1709
H -1.7305 -0.3101 -1.0722
H -3.8689 0.3448 -2.1006
H -6.2085 0.6071 -2.0313
H -6.9273 0.6241 -0.4125
H -7.0384 -0.8233 -1.4037
H -6.0217 -1.4449 1.1275
H -3.9007 -2.1993 2.1315
S -0.5835 2.6205 -2.2512
C -2.1869 3.2680 -2.2801
C -2.9732 3.3627 -1.1199
C -4.2633 3.8418 -1.2096
C -4.7786 4.2400 -2.4407
C -3.9835 4.2020 -3.5827
C -2.6912 3.7242 -3.5093
H -2.5509 3.0819 -0.1614
H -4.8744 3.9141 -0.3197
H -5.7951 4.6045 -2.5067
H -4.3718 4.5571 -4.5274
H -2.0525 3.6949 -4.3823
O 0.7917 1.5696 3.0597
N 0.4153 1.5855 1.9223
O -0.8328 1.4759 1.6202
O 1.1956 1.6987 0.9303
*
```

natural (NBO) population analysis, charges in e, atoms 1 to 4: 1.21, -0.63, 0.00, -0.15

---

Result of the stability comparison: entry 2 is the least stable of them.

---

Entry 1
Molecular formula: C6H10N3O2
Method: DFT, the ωB97M-V functional and the def2-TZVPD basis

SMILES	NC(=O)O[C@]1([NH3+])C=CCC=N1
HOMO-LUMO gap	11.26	eV
E_LUMO	-2.755	eV

ORCA input file:
```
! RIJCOSX wB97M-V def2-TZVPD def2/J DEFGRID3
* xyz 1 1
C 0.0653 -2.3180 -0.4240
C -0.5640 -1.2638 -0.9240
C 1.8444 -0.8052 0.3439
C -0.9315 1.8927 0.8571
C 1.2714 -2.1730 0.4419
C -0.1077 0.1185 -0.5514
N 1.2579 0.2098 -0.1245
N -1.4440 2.0856 2.0616
N -0.1937 1.0923 -1.7116
O -0.5203 2.7759 0.1199
O -0.9654 0.5802 0.4841
H -0.2654 -3.3191 -0.6522
H -1.4349 -1.3433 -1.5526
H 2.8651 -0.6493 0.6694
H 1.0067 -2.3719 1.4862
H 2.0301 -2.9141 0.1795
H -1.5367 3.0264 2.4120
H -1.7784 1.3128 2.6128
H -0.2303 2.0574 -1.1607
H -1.0265 0.9615 -2.2910
H 0.6579 1.0445 -2.2764
*
```

natural (NBO) population analysis, charges in e, atoms 1 to 4: -0.08, -0.28, 0.23, 0.90

---

Entry 2
Molecular formula: C6H10N3O2
Method: DFT, the ωB97M-V functional and the def2-TZVPD basis

SMILES	CCCC(=O)N([N+]#N)C(C)=O
HOMO-LUMO gap	10.62	eV
E_LUMO	-4.575	eV

ORCA input file:
```
! RIJCOSX wB97M-V def2-TZVPD def2/J DEFGRID3
* xyz 1 1
C -2.1889 0.2216 -0.1136
C 0.3614 0.6491 0.7856
C -3.4825 0.8137 -0.4466
C 2.8959 -1.8541 -0.2667
C 0.7009 -0.5267 0.1895
C 2.2724 -0.7223 0.5536
N -0.7772 3.4753 -0.3742
N -0.9086 2.3709 -0.3217
N -1.0404 1.1887 -0.2432
O -1.9242 -0.8742 0.2168
O 0.5993 1.3939 1.6488
H -3.7177 0.6634 -1.4681
H -3.4231 1.8554 -0.3345
H -4.4175 0.3852 0.1200
H 2.8231 -1.7600 -1.2998
H 3.9529 -1.8444 0.0179
H 2.3037 -2.8298 -0.0320
H 0.2119 -1.4319 0.5552
H 0.4398 -0.5510 -0.8505
H 2.8404 0.1734 0.0827
H 2.4784 -0.7964 1.5807
*
```

natural (NBO) population analysis, charges in e, atoms 1 to 4: 0.74, 0.84, -0.74, -0.60

---

Result of the stability comparison: entry 2 is the least stable of them.

---

Entry 1
Molecular formula: C3H10OSSi
Method: DFT, the ωB97M-V functional and the def2-TZVPD basis

HOMO-LUMO gap	7.74	eV
E_LUMO	-0.730	eV

ORCA input file:
```
! RIJCOSX wB97M-V def2-TZVPD def2/J DEFGRID3
* xyz 0 1
C 1.7939 -0.5696 -0.8574
C 1.4831 -1.1531 0.4783
C 0.0386 -1.1506 0.8370
O -2.0178 0.7069 0.4617
Si -3.1201 0.2211 -0.4704
S -1.0514 -2.0614 0.0832
H 1.3091 0.4432 -0.9684
H 2.9178 -0.3709 -0.8644
H 1.3953 -1.1542 -1.6731
H 1.9664 -0.6851 1.3792
H 1.8772 -2.1985 0.4313
H 2.5914 2.6866 -1.2534
H -0.3102 -0.4718 1.6803
H -3.9038 -0.9871 -0.3199
H -3.1592 0.6530 -1.8404
H 2.2830 2.0948 -0.8506
*
```

natural (NBO) population analysis, charges in e, atoms 1 to 4: -0.60, -0.50, -0.18, -1.16

---

Entry 2
Molecular formula: C3H10OSSi
Method: DFT, the ωB97M-V functional and the def2-TZVPD basis

HOMO-LUMO gap (alpha / beta)	7.24 / 7.28	eV
E_LUMO (alpha / beta)	-2.538 / -2.470	eV

ORCA input file:
```
! RIJCOSX wB97M-V def2-TZVPD def2/J DEFGRID3
* xyz 0 1
C 2.6137 0.4600 -0.4118
C 1.1977 -0.1416 -0.5587
C 0.8739 -0.8630 0.7326
O -1.9708 0.1705 -0.2081
Si -3.4633 0.4520 0.0784
S -0.7299 -1.5848 0.8212
H 3.0007 0.7680 -1.3866
H 2.5071 1.3087 0.2984
H 3.2729 -0.3132 0.0766
H 1.2649 -0.7502 -1.3994
H 0.3081 0.5272 -0.7870
H 1.2293 -0.3869 1.6863
H 1.6169 -1.7068 0.9108
H -3.5562 1.1835 1.3539
H -3.6653 1.5236 -0.9716
H -4.4999 -0.6470 -0.2349
*
```

natural (NBO) population analysis, charges in e, atoms 1 to 4: -0.60, -0.42, -0.63, -1.02

---

Result of the stability comparison: entry 2 is the least stable of them.

---

Entry 1
Molecular formula: C6H8N4
Method: DFT, the ωB97M-V functional and the def2-TZVPD basis

SMILES	[H]/N=C1/N=CN/C1=C/C=N/C
HOMO-LUMO gap	8.05	eV
E_LUMO	-0.348	eV

ORCA input file:
```
! RIJCOSX wB97M-V def2-TZVPD def2/J DEFGRID3
* xyz 0 1
C -2.2599 2.3643 0.9569
C -0.6854 0.8199 0.5807
C -1.1127 1.5542 -0.6750
C 0.2415 -0.0883 0.9592
C 1.1391 -0.9923 0.2781
C 1.8475 -2.5732 -1.2746
N -2.0945 2.4681 -0.3054
N -1.4553 1.4441 1.5567
N -0.7208 1.5278 -1.8741
N 0.8955 -1.6416 -0.7766
H -2.9754 2.9397 1.5168
H 0.3515 -0.1880 2.0382
H 2.0700 -1.1775 0.8466
H 2.0590 -2.3227 -2.3153
H 2.7839 -2.6008 -0.6983
H 1.3792 -3.5603 -1.2676
H -1.4357 1.2128 2.5356
H -0.0274 0.8140 -2.0818
*
```

natural (NBO) population analysis, charges in e, atoms 1 to 4: 0.28, 0.14, 0.34, -0.27

---

Entry 2
Molecular formula: C6H8N4
Method: DFT, the ωB97M-V functional and the def2-TZVPD basis

SMILES	N#C[C@H]1CC[C@](N)(C#N)N1
HOMO-LUMO gap	10.64	eV
E_LUMO	0.590	eV

ORCA input file:
```
! RIJCOSX wB97M-V def2-TZVPD def2/J DEFGRID3
* xyz 0 1
C -0.0991 0.8227 -2.2023
C -0.4828 -1.0518 2.0208
C 1.4252 -0.3426 -0.8990
C 1.1441 0.2265 0.5024
C 0.0241 -0.4670 -1.4941
C -0.4067 -0.0054 0.8213
N -0.4498 1.8164 -2.6328
N -0.6782 -1.8816 2.7766
N -0.8582 -0.6201 -0.3559
N -1.3414 1.0765 1.2542
H 2.1261 0.3751 -1.3505
H 1.9576 -1.2268 -0.7084
H 1.7106 -0.1804 1.2728
H 1.4350 1.1664 0.5558
H -0.2128 -1.1225 -2.2619
H -1.8481 -0.6580 -0.6206
H -1.1556 1.3331 2.1982
H -2.2900 0.7393 1.1233
*
```

natural (NBO) population analysis, charges in e, atoms 1 to 4: 0.24, 0.22, -0.40, -0.39

---

Result of the stability comparison: entry 2 is the least stable of them.

---

Entry 1
Molecular formula: C7H14P
Method: DFT, the ωB97M-V functional and the def2-TZVPD basis

HOMO-LUMO gap	7.84	eV
E_LUMO	-6.120	eV

ORCA input file:
```
! RIJCOSX wB97M-V def2-TZVPD def2/J DEFGRID3
* xyz 1 1
C -1.4739 2.8553 -1.0638
C -1.6141 1.5919 -0.5885
C 0.9929 -0.5943 -0.2947
C 0.3859 -0.8066 1.0521
C -2.4338 0.4446 -1.1208
C 2.4989 -0.8752 -0.3955
C 0.9613 -1.1650 2.4029
P 0.5944 1.0148 0.5121
H -1.8878 3.0657 -1.9502
H -0.9604 3.5426 -0.5641
H -1.5761 1.3990 0.4563
H 0.2780 -0.9437 -1.2063
H -0.7302 -1.1267 0.8170
H -2.2433 0.4276 -2.1510
H -3.4214 0.6010 -0.9391
H -2.1625 -0.4640 -0.7969
H 2.7275 -1.8607 -0.1734
H 2.9910 -0.2100 0.1321
H 2.7963 -0.8086 -1.5472
H 2.0966 -1.1857 2.3964
H 0.8112 -2.2566 2.6758
H 0.4837 -0.6430 3.1875
*
```

natural (NBO) population analysis, charges in e, atoms 1 to 4: -0.14, -0.28, -0.51, -0.44

---

Entry 2
Molecular formula: C7H14P
Method: DFT, the ωB97M-V functional and the def2-TZVPD basis

HOMO-LUMO gap (alpha / beta)	7.31 / 7.31	eV
E_LUMO (alpha / beta)	-5.814 / -5.813	eV

ORCA input file:
```
! RIJCOSX wB97M-V def2-TZVPD def2/J DEFGRID3
* xyz 1 1
C -3.4112 0.8316 0.8744
C -3.1889 0.0215 -0.0207
C 1.8707 0.9482 0.5745
C 1.6306 1.3876 -0.8264
C 0.6989 0.1947 1.2095
C 0.8508 0.2553 -1.5086
C 0.1286 -2.4350 -0.2827
P -0.2620 -0.6263 -0.3031
H -4.3267 1.1603 1.3256
H -2.4159 1.1622 1.3350
H -3.3742 -0.5521 -0.8800
H 2.8850 0.3575 0.6216
H 2.1375 1.7228 1.2771
H 0.8978 2.3063 -0.6927
H 2.5832 1.5279 -1.3577
H 0.9324 -0.6885 1.9679
H 0.0044 0.8013 1.7059
H 0.1660 0.5311 -2.3521
H 1.5681 -0.5553 -1.8633
H -0.8766 -2.9127 -0.2651
H 0.7104 -2.7289 0.6034
H 0.7909 -2.7096 -1.1426
*
```

natural (NBO) population analysis, charges in e, atoms 1 to 4: -0.50, 0.15, -0.44, -0.41

---

Result of the stability comparison: entry 1 is the least stable of them.

---

Entry 1
Molecular formula: C22H27N2O2
Method: DFT, the ωB97M-V functional and the def2-TZVPD basis

SMILES	COc1ccc(/C=C/[C@@H](CN=[N+]2CCCC2)c2ccc(OC)cc2)cc1
HOMO-LUMO gap	4.70	eV
E_LUMO	-5.145	eV

ORCA input file:
```
! RIJCOSX wB97M-V def2-TZVPD def2/J DEFGRID3
* xyz 1 1
C -6.1249 0.1939 -0.8668
C -5.9939 -1.3484 -1.0196
C -4.5161 -1.6414 -1.2295
N -3.7895 -0.4009 -0.9846
N -2.5044 -0.3922 -0.9944
C -1.6415 0.8270 -0.7766
C -4.7227 0.7740 -0.9993
H -6.7636 0.6254 -1.6254
H -6.5315 0.4685 0.0971
H -6.3578 -1.8877 -0.1359
H -6.5724 -1.7249 -1.8691
H -4.1212 -2.4370 -0.5814
H -4.3190 -1.9442 -2.2673
H -1.4981 1.0939 0.2353
H -1.9786 1.5988 -1.4263
H -4.5927 1.3017 -1.9782
H -4.4645 1.4947 -0.1954
C 4.7478 -4.4986 4.2734
O 3.6440 -4.9789 3.4692
C 2.9653 -4.1083 2.6699
C 1.9222 -4.6505 1.8657
C 1.2324 -3.8402 0.9871
C 1.5299 -2.4569 0.8309
C 0.7540 -1.6448 -0.1004
C 0.7560 -0.3051 -0.2057
C -0.1783 0.5524 -1.0516
C 0.6090 1.9206 -1.2925
C 1.0512 2.2941 -2.5506
C 1.6683 3.5219 -2.7166
C 1.9381 4.3269 -1.6275
O 2.4890 5.5468 -1.8607
C 2.9005 6.3743 -0.7324
C 1.6545 3.8828 -0.3256
C 1.0227 2.6409 -0.1850
C 2.5655 -1.9307 1.6460
C 3.2776 -2.7232 2.5430
H 5.0664 -5.3768 4.8260
H 5.5849 -4.1277 3.6605
H 4.4047 -3.7146 4.9647
H 1.7314 -5.7227 1.9907
H 0.4348 -4.2912 0.4011
H 0.0268 -2.1899 -0.6988
H 1.6112 0.1726 0.2150
H -0.3910 -0.0157 -1.9723
H 0.8745 1.6163 -3.4001
H 1.9441 3.8685 -3.7207
H 3.3428 7.2428 -1.2062
H 2.0420 6.6660 -0.1076
H 3.6401 5.8409 -0.1163
H 1.9041 4.4641 0.5591
H 0.8451 2.2381 0.8264
H 2.8043 -0.8784 1.5940
H 4.0764 -2.3169 3.1657
*
```

natural (NBO) population analysis, charges in e, atoms 1 to 4: -0.42, -0.42, -0.26, 0.04

---

Entry 2
Molecular formula: C22H27N2O2
Method: DFT, the ωB97M-V functional and the def2-TZVPD basis

HOMO-LUMO gap	6.16	eV
E_LUMO	-3.931	eV

ORCA input file:
```
! RIJCOSX wB97M-V def2-TZVPD def2/J DEFGRID3
* xyz 1 1
C -4.6611 -2.9230 -0.1851
C -5.4290 -1.6577 -0.5705
C -4.4005 -0.5232 -0.6853
N -3.0887 -1.1569 -0.5097
C -1.9607 -0.4616 -0.5135
C -0.7039 -1.0475 -0.3286
C 0.4447 -0.4103 -0.7772
C 1.6583 -1.1524 -0.9961
C 2.5400 -0.8342 -2.0494
C 3.6403 -1.6387 -2.3258
C 3.9186 -2.7519 -1.5136
C 3.0972 -3.0365 -0.4098
C 1.9757 -2.2480 -0.1562
C -3.1598 -2.5781 -0.2108
H -4.9216 -3.2356 0.8279
H -4.8712 -3.7522 -0.8637
H -5.9358 -1.7848 -1.5296
H -6.1747 -1.3970 0.1842
H -4.4641 -0.0027 -1.6562
H -4.5547 0.2413 0.0963
H -2.0311 0.6111 -0.7366
H -0.6527 -2.0530 0.1181
H 0.3342 0.5588 -1.2611
H 2.2970 0.0244 -2.6825
H 4.2778 -1.4075 -3.1849
H 4.7670 -3.3976 -1.7446
H 3.3204 -3.8870 0.2443
H 1.3107 -2.4871 0.6783
H -2.6814 -2.7996 0.7536
H -2.6324 -3.1753 -0.9674
C -2.4081 1.8156 3.5000
C -1.8305 2.1322 2.1489
O -0.4760 1.6218 2.1605
C 0.2297 1.9962 1.0562
C 1.4640 1.2873 0.9520
N 2.5662 1.9381 0.4085
C 2.4049 2.8111 -0.6465
C 3.5028 3.3305 -1.3004
C 4.7971 2.9807 -0.9221
C 4.9434 2.1049 0.1658
C 3.8379 1.6018 0.8247
O -0.2493 2.7926 0.2453
H -3.4849 1.9739 3.4680
H -2.1887 0.7840 3.7920
H -1.9918 2.4947 4.2487
H -2.3733 1.6256 1.3348
H -1.8319 3.2102 1.9463
H 1.6906 0.6008 1.7581
H 1.3849 3.0912 -0.8500
H 3.2866 4.0240 -2.1118
H 5.6619 3.3675 -1.4567
H 5.9307 1.7983 0.5170
H 3.8754 0.9808 1.7160
*
```

natural (NBO) population analysis, charges in e, atoms 1 to 4: -0.41, -0.42, -0.22, -0.31

---

Result of the stability comparison: entry 1 is the least stable of them.